[1]
Entry from the OMol25 dataset: a 2-piece molecular cluster, C2H2NO2 overall in a non-equilibrium geometry (ωB97M-V/def2-TZVPD).

```
7
Properties=species:S:1:pos:R:3
C 0.226 0.108 -0.117
C -0.083 2.941 -0.231
N 0.855 1.047 -0.594
O -1.016 2.701 0.464
O 0.553 3.752 -0.812
H 0.582 -0.951 -0.225
H -0.728 0.170 0.460
```

Summary:
**Total charge**: -1
**F_max**: 2.44 eV/A
**HOMO energy**: -2.5 eV



[2]
Entry from the OMol25 dataset: an isolated ion of composition C11H17ClNO2 and charge +1 in a non-equilibrium geometry (ωB97M-V/def2-TZVPD).

```
32
Properties=species:S:1:pos:R:3
C -0.385 0.703 -1.235
C 1.215 0.850 -2.967
C -1.609 1.412 -1.665
C -1.604 2.832 -0.821
C -1.482 2.488 0.609
C 2.118 -2.281 0.688
C 0.740 -2.983 0.783
C -0.222 1.693 0.924
C 1.937 -1.095 -0.157
C -0.236 -1.792 0.616
C -0.236 0.408 0.168
N 0.666 -0.635 0.536
O 0.452 -0.082 -2.213
O 1.814 1.588 -2.342
Cl 0.797 1.189 -4.608
H -1.781 1.674 -2.631
H -2.527 0.851 -1.360
H -0.672 3.310 -1.228
H -2.559 3.392 -0.966
H -1.402 3.542 1.092
H -2.371 2.011 1.049
H 2.379 -1.890 1.673
H 2.852 -2.958 0.337
H 0.702 -3.731 -0.085
H 0.714 -3.583 1.735
H 0.555 2.322 0.495
H -0.032 1.782 1.908
H 2.508 -0.220 -0.231
H 1.633 -1.312 -1.190
H -0.670 -1.853 -0.370
H -0.879 -1.884 1.466
H 0.910 -0.446 1.543
```

Summary:
**Total charge**: +1
**Structure (SMILES)**: O=C(Cl)OC1=C([NH+]2CCCC2)CCCC1
**F_max**: 6.61 eV/A
**HOMO energy (spin up / spin down)**: -12.6 / -12.6 eV



[3]
Entry from the OMol25 dataset: one molecule with the formula C7H13NS2 in a non-equilibrium geometry (ωB97M-V/def2-TZVPD).

```
23
Properties=species:S:1:pos:R:3
C -0.424 -1.806 2.002
C -0.161 -0.996 0.987
C -1.094 0.021 0.483
C 3.323 0.788 -0.320
C -1.770 2.306 0.614
C -1.699 -1.885 -1.630
C 1.904 0.594 -0.522
N -0.925 1.171 0.991
S 1.474 -1.025 0.375
S -2.254 -0.307 -0.882
H 0.324 -2.444 2.200
H -1.356 -2.164 2.372
H 3.597 1.042 0.736
H 3.900 -0.070 -0.771
H 3.411 1.702 -0.822
H -1.159 3.143 0.286
H -2.446 2.562 1.414
H -2.283 2.109 -0.346
H -2.455 -2.019 -2.505
H -1.932 -2.729 -1.019
H -0.603 -1.857 -1.962
H 1.550 0.563 -1.596
H 1.081 1.299 -0.086
```

Summary:
**Total charge**: 0
**Structure (SMILES)**: C=C(SCC)/C(=N/C)SC
**F_max**: 5.71 eV/A
**HOMO energy**: -8.2 eV



[4]
Entry from the OMol25 dataset: C32H33HgN6O5SSi as an isolated structure in a non-equilibrium geometry (ωB97M-V/def2-TZVPD).

```
79
Properties=species:S:1:pos:R:3
Hg -1.330 -0.294 0.735
C -2.481 -4.972 -0.328
C -2.196 -3.701 0.346
N -1.750 -2.633 -0.279
C -1.416 -2.708 -1.537
C -1.485 -3.885 -2.274
C -2.072 -4.998 -1.617
C -0.966 -4.002 -3.542
C -0.520 -2.822 -4.183
C -0.595 -1.573 -3.598
C -1.083 -1.339 -2.265
N -1.231 -0.241 -1.587
C -1.260 1.020 -2.149
C -1.695 1.310 -3.440
C -1.871 2.680 -3.802
C -1.513 3.735 -3.008
C -0.835 3.424 -1.782
C -0.146 4.418 -1.028
C 0.517 4.068 0.147
C 0.347 2.728 0.607
N -0.240 1.759 -0.116
C -0.745 2.108 -1.305
H -2.982 -5.818 0.121
H -2.361 -3.683 1.455
H -2.242 -5.771 -2.229
H -0.913 -4.877 -4.078
H -0.103 -2.910 -5.145
H -0.202 -0.749 -4.123
H -1.975 0.636 -4.128
H -2.256 2.892 -4.809
H -1.627 4.781 -3.132
H -0.169 5.447 -1.374
H 1.132 4.707 0.729
H 0.810 2.396 1.559
O -1.465 -1.819 5.054
C -1.734 -1.264 3.729
O -1.662 -2.062 2.804
C -2.034 0.148 3.700
C -2.047 0.970 4.913
C -2.376 2.291 4.727
C -2.700 2.830 3.490
C -2.595 2.024 2.359
N -2.233 0.749 2.452
C -2.965 2.603 1.041
O -2.875 3.799 0.766
O -3.359 1.723 0.200
H -0.961 -2.537 4.743
H -1.844 0.507 5.870
H -2.432 2.933 5.566
H -2.940 3.891 3.274
C 1.389 -3.474 2.340
Si 1.839 -1.647 2.168
C 1.915 -0.828 3.982
C 3.599 -1.680 1.562
O 0.909 -0.920 1.138
H 0.325 -3.408 2.265
H 1.773 -3.793 3.319
H 1.897 -4.010 1.527
H 2.419 0.196 3.907
H 2.719 -1.340 4.511
H 1.020 -0.773 4.666
H 4.138 -2.364 2.156
H 4.173 -0.660 1.535
H 3.677 -1.929 0.465
C 3.508 2.854 -2.888
N 3.345 1.544 -2.264
C 2.211 0.729 -2.697
C 2.147 -0.360 -1.594
N 2.561 0.474 -0.472
C 3.293 1.523 -0.838
S 4.051 2.652 0.101
H 3.998 2.578 -3.782
H 4.264 3.383 -2.245
H 2.567 3.408 -3.129
H 2.358 0.273 -3.654
H 1.305 1.283 -2.794
H 2.881 -1.128 -1.904
H 1.217 -0.779 -1.383
H 2.175 0.280 0.471
```

Summary:
**Total charge**: -2
**Spin multiplicity**: 2
**Expectation value of S²**: 0.766
**F_max**: 4.76 eV/A
**HOMO energy (spin up / spin down)**: -0.3 / -1.8 eV



[5]
Entry from the OMol25 dataset: one molecule with the formula C4H7NO in a non-equilibrium geometry (ωB97M-V/def2-TZVPD).

```
13
Properties=species:S:1:pos:R:3
C -0.439 1.538 0.490
C -0.036 -0.202 0.109
C -0.605 -1.673 -0.134
N -0.817 -0.592 -1.041
C 1.431 -0.047 0.221
O 1.847 1.077 0.392
H 0.157 2.430 0.138
H -1.344 1.529 -0.081
H -0.538 1.692 1.564
H 0.058 -2.485 -0.506
H -1.462 -2.091 0.394
H -0.323 -0.656 -1.918
H 2.157 -0.871 0.284
```

Summary:
**Total charge**: 0
**Structure (SMILES)**: C[C@@]1(C=O)CN1
**F_max**: 2.09 eV/A
**HOMO energy**: -9.6 eV



[6]
Entry from the OMol25 dataset: C26H23ClN4O5PtS as an isolated structure in a non-equilibrium geometry (ωB97M-V/def2-TZVPD).

```
61
Properties=species:S:1:pos:R:3
Pt -1.481 -0.454 -0.033
O -1.039 -1.892 4.039
C -1.147 -1.657 2.849
O -0.679 -0.652 2.198
C -2.008 -2.595 2.001
C -3.101 -3.245 2.563
C -3.915 -4.045 1.778
C -3.681 -4.172 0.408
C -2.594 -3.531 -0.125
C -1.731 -2.767 0.648
N -2.362 -3.655 -1.600
O -3.009 -4.498 -2.188
O -1.557 -2.910 -2.105
H -3.289 -3.112 3.620
H -4.744 -4.576 2.226
H -4.323 -4.758 -0.232
H -0.706 -2.623 0.295
S 5.057 1.482 -1.247
C 3.510 0.656 -0.913
C 3.165 0.220 0.359
C 1.943 -0.407 0.541
N 1.071 -0.608 -0.453
C 1.410 -0.179 -1.668
C 2.610 0.455 -1.947
C 6.201 0.169 -0.870
C 6.686 -0.014 0.416
C 7.567 -1.060 0.650
N 7.989 -1.898 -0.298
C 7.530 -1.697 -1.534
C 6.641 -0.686 -1.870
H 3.827 0.371 1.202
H 1.626 -0.740 1.522
H 0.688 -0.366 -2.455
H 2.838 0.785 -2.952
H 6.398 0.652 1.219
H 7.959 -1.227 1.648
H 7.894 -2.378 -2.297
H 6.297 -0.565 -2.889
Cl -3.832 0.734 1.615
C -3.824 1.852 0.262
C -4.186 3.165 0.501
C -4.153 4.081 -0.543
C -3.756 3.671 -1.807
C -3.384 2.350 -2.019
C -3.407 1.409 -0.998
C -3.001 -0.010 -1.249
H -4.494 3.460 1.497
H -4.443 5.109 -0.366
H -3.741 4.376 -2.629
H -3.071 2.029 -3.006
H -2.754 -0.175 -2.299
H -3.792 -0.704 -0.945
C -0.561 3.910 0.467
C -0.705 2.451 0.794
N -0.700 2.107 2.075
O -0.784 1.630 -0.144
H -1.147 4.525 1.150
H -0.890 4.079 -0.555
H 0.489 4.195 0.554
H -0.656 2.820 2.782
H -0.748 1.116 2.357
```

Summary:
**Total charge**: 0
**F_max**: 1.68 eV/A
**HOMO energy (spin up / spin down)**: -8.1 / -8.1 eV